The following is a quantum chemistry calculation of a cluster of 12 separate species, C36H101N11O4 in total, from the OMol25 dataset.

```
152
Properties=species:S:1:pos:R:3:forces:R:3
O -19.62160 25.29190 1.20758 -1.7 0.5 -1.1
O -22.20825 21.95695 3.16436 1.0 0.4 0.1
O -21.98983 25.87570 -0.59606 1.6 -1.5 2.5
O -24.15880 22.29321 1.47574 0.6 0.3 -0.6
N -17.29970 18.82581 10.99663 -0.2 1.9 -0.4
N -26.35331 29.71627 0.08346 0.2 0.0 0.3
N -22.20313 20.16011 9.20318 -0.2 0.7 -0.7
N -28.10420 20.63076 5.32379 0.2 -0.7 0.4
N -24.33397 16.91189 2.67069 -0.5 1.6 -0.1
N -23.43437 19.63901 -7.13558 0.9 0.9 0.3
N -16.80826 29.65946 4.52148 -0.4 -1.0 0.3
N -31.48556 27.61699 -1.13101 1.7 2.4 -1.5
N -34.27303 17.48463 -1.49119 -0.2 0.2 -1.0
N -12.93108 29.13241 7.60988 -0.3 0.3 -0.6
N -19.24905 31.69996 -2.07640 1.2 -0.1 0.0
C -23.05427 20.66237 -6.07872 -0.6 -1.2 -0.5
C -12.15429 31.55687 7.29338 0.6 -0.8 -1.2
C -31.33074 25.97673 0.76606 -0.5 -0.2 -1.9
C -23.05539 24.13643 0.38193 -0.4 -2.7 1.7
C -22.54062 18.48428 -7.17406 0.4 1.1 -0.1
C -12.57678 27.69042 7.48902 -0.1 1.3 -1.2
C -33.46619 18.71624 -1.66586 0.0 1.1 -0.6
C -34.62553 17.00141 -2.86558 0.4 -1.6 0.1
C -11.88775 30.06053 7.00418 -1.0 -1.1 1.7
C -31.92316 18.52419 -1.91550 -0.8 -1.0 1.5
C -31.01695 26.75192 -2.18098 1.8 -1.2 -0.8
C -13.96880 28.65593 9.88291 0.2 -0.8 0.6
C -21.93476 22.79981 2.28041 0.4 0.0 0.2
C -35.03827 17.94954 0.82934 -1.1 -0.4 -0.1
C -22.44778 17.61018 -5.89313 1.0 -0.5 -0.5
C -16.96738 20.14496 11.65231 1.5 -1.6 0.0
C -17.54273 17.77569 12.00221 -0.8 0.1 -2.1
C -21.90662 24.90283 0.28388 -1.1 2.5 -2.8
C -15.61112 20.00832 12.45749 -1.2 0.9 -0.8
C -32.19871 28.83134 -1.72671 -0.4 -2.2 0.0
C -21.67095 21.25853 -6.24621 -0.4 0.7 -0.7
C -16.07770 19.33035 8.72157 -0.2 0.2 -0.4
C -33.48218 28.40520 -2.52121 0.6 0.9 0.7
C -20.70775 24.60692 1.20829 3.2 2.5 -0.4
C -13.21164 29.58663 8.98593 0.1 0.2 -0.6
C -12.36355 27.23890 6.00444 0.5 0.1 1.4
C -25.76173 20.29776 -7.50015 -0.3 -1.6 0.3
C -18.38623 16.66287 11.33490 0.0 -0.4 1.3
C -32.23016 26.89237 -0.15823 0.7 1.1 1.2
C -24.79059 19.16870 -7.02203 -1.1 2.0 1.2
C -35.86637 17.50533 -3.63505 1.4 0.3 1.4
C -16.38027 18.37437 9.88470 -0.8 0.7 1.2
C -30.02320 27.30548 -3.27996 -1.9 1.4 0.2
C -23.14014 22.99282 1.26981 -0.3 1.5 0.3
C -20.72045 23.63325 2.15484 -4.1 -3.4 1.4
C -35.46485 17.58342 -0.60643 0.8 0.2 0.3
H -15.44562 18.08715 10.36640 0.3 -0.3 -0.3
H -35.99486 16.63188 -0.56434 0.4 -0.3 -0.2
H -25.21409 16.72017 3.12756 -0.2 -0.5 0.3
H -20.82155 20.61662 -6.01260 -0.1 0.1 0.0
H -23.84676 17.64420 3.16712 0.9 -0.2 1.2
H -19.54902 32.63854 -2.29821 -1.1 0.2 -0.2
H -34.42864 17.15606 1.26159 1.1 0.5 -0.5
H -16.95209 28.79482 4.01966 -0.9 -0.4 -0.8
H -21.62098 21.65108 -7.26184 0.3 -0.6 -0.4
H -19.98553 23.59958 2.94552 0.2 -0.1 -0.2
H -11.84586 29.78596 5.95016 0.2 0.6 0.0
H -11.95102 26.23134 6.05696 -0.1 -0.1 -0.2
H -22.41621 20.91551 9.83883 0.2 0.2 0.8
H -11.28492 32.10063 6.92375 0.0 0.1 -0.1
H -26.55472 30.61408 -0.33304 0.7 0.6 -0.4
H -30.63225 28.05120 -3.79090 -0.1 -0.2 -0.8
H -35.84244 17.85357 1.55885 -0.8 0.4 -0.4
H -28.77975 19.89897 5.15578 -1.3 0.3 -0.6
H -10.96533 29.76017 7.50120 0.6 0.1 -0.2
H -11.62656 27.54279 8.00224 0.2 -0.4 0.3
H -31.30139 19.39906 -1.72547 -0.4 0.4 -0.5
H -16.66579 17.23067 12.35152 0.5 0.6 0.4
H -18.39451 31.59833 -2.60511 0.9 -0.2 -0.2
H -31.52692 24.99946 0.32498 -0.2 -0.6 1.2
H -13.00158 31.83998 6.66885 -0.3 0.4 0.4
H -13.50280 27.67632 9.98929 -0.1 -0.3 -0.7
H -15.25015 21.03447 12.52699 0.3 -0.1 0.7
H -22.94635 19.47672 9.22935 -0.1 -0.5 0.1
H -16.92357 19.78197 8.20324 -0.6 -0.2 0.4
H -16.88066 20.99311 10.97318 0.3 -0.5 -0.8
H -18.10465 18.20823 12.83001 0.3 0.1 0.0
H -16.88526 17.48844 9.49971 0.3 -0.1 -0.1
H -25.59142 29.18026 -0.30684 0.1 -0.3 -1.3
H -28.44669 21.46252 5.78309 -0.7 0.3 0.3
H -23.77989 16.09753 2.44726 0.3 -0.3 -0.2
H -25.99365 29.82243 1.02127 -0.7 0.3 0.9
H -34.70385 18.98624 0.86838 0.6 -0.3 0.3
H -24.90080 18.98394 -5.95347 -0.9 -0.4 0.4
H -23.75261 21.49909 -6.06087 -0.2 -0.2 -0.5
H -17.51098 29.74729 5.24160 -0.3 -0.2 0.5
H -30.50053 25.87509 -1.79036 0.1 0.1 0.8
H -12.24132 31.82909 8.34525 -0.3 -0.2 -0.3
H -21.27730 19.77254 9.31602 0.5 -0.4 0.7
H -24.55799 17.51674 1.89347 -0.3 -0.5 -1.6
H -34.03719 29.33360 -2.65592 -0.4 -0.2 -0.2
H -13.75979 30.51749 8.84060 -0.2 0.0 0.4
H -24.99282 18.23270 -7.54272 0.3 0.1 -0.2
H -17.81586 20.49182 12.24212 0.0 -0.6 0.6
H -29.21366 27.98756 -3.02013 0.4 -0.6 1.0
H -34.04973 27.71169 -1.90071 -0.3 0.2 -0.2
H -35.87493 17.03066 -4.61622 -0.1 0.2 0.1
H -14.85553 19.47435 11.88125 -0.2 -0.1 -0.1
H -23.38509 17.30752 -5.42628 0.0 0.3 0.0
H -36.67862 17.13688 -3.00847 -0.5 0.5 -0.5
H -31.58614 17.98975 -2.80369 -0.5 0.3 -0.2
H -21.62071 22.21696 -5.72950 0.2 -0.3 0.8
H -31.47696 26.12907 1.83541 -0.5 -0.4 -0.2
H -31.85983 26.25921 -2.66563 -0.3 0.2 -0.7
H -23.19511 20.19988 -5.10180 0.2 -0.2 0.4
H -33.70376 17.01023 -3.44727 0.0 0.6 -0.1
H -21.57570 18.92938 -7.41677 0.4 -0.5 0.2
H -13.25140 27.22755 5.37222 -0.1 0.2 0.1
H -15.92500 29.41373 4.94525 1.1 1.1 0.5
H -34.82603 15.93029 -2.84148 0.2 -0.3 0.7
H -27.63556 20.89973 4.47048 0.5 0.0 -0.6
H -19.17643 16.46258 12.05848 -0.1 -0.6 -0.1
H -27.51649 20.11328 5.96168 1.1 0.3 0.3
H -15.60869 18.76448 7.91664 0.3 -0.2 0.2
H -18.88336 16.84289 10.38172 0.4 0.4 0.0
H -13.37643 27.11657 7.95739 0.2 -0.1 0.0
H -15.73481 19.50066 13.41409 0.0 0.3 0.0
H -13.81992 28.94897 10.92217 -0.7 0.7 0.0
H -32.49045 29.48389 -0.90381 0.1 0.0 0.0
H -33.02620 26.39879 -0.71573 -0.3 -0.8 0.7
H -30.25586 26.04652 0.59914 0.0 0.8 -0.3
H -23.92377 24.33858 -0.22753 0.1 0.2 -0.2
H -26.81706 20.10776 -7.30450 -0.1 -0.6 0.2
H -31.64085 17.87367 -1.08772 0.2 -0.3 0.1
H -21.86401 16.70065 -6.03481 -0.5 -0.6 -1.0
H -12.31125 29.86877 9.53163 0.6 0.0 -0.1
H -11.57309 27.85574 5.57692 -0.2 -0.1 -0.3
H -15.43387 20.19095 8.90307 0.2 -0.2 0.6
H -33.32665 27.95016 -3.49939 0.3 0.1 0.1
H -32.63898 27.68248 0.47161 -0.5 -0.2 0.1
H -19.03235 31.64250 -1.09160 0.1 0.0 0.5
H -22.18537 20.59782 8.29312 -0.1 0.2 -0.8
H -22.86785 18.04664 -8.11719 0.2 -1.1 0.4
H -35.76196 18.58956 -3.67539 -0.8 0.1 -0.4
H -25.62448 21.23564 -6.96197 0.6 0.1 -0.7
H -16.90011 30.47418 3.93167 0.8 0.3 -0.3
H -21.70595 17.97003 -5.18017 -0.7 1.2 0.5
H -25.68774 20.24037 -8.58612 0.2 1.1 0.0
H -29.65972 26.59381 -4.02124 -0.3 -0.2 0.4
H -15.01510 28.54539 9.59808 0.0 -0.1 0.3
H -33.60629 19.47468 -0.89564 0.3 -0.7 0.9
H -17.71435 15.80692 11.27149 -0.6 -0.4 -0.3
H -31.50982 29.36807 -2.37897 0.1 0.0 0.2
H -33.90400 19.34917 -2.43775 0.0 -0.3 -1.0
H -19.79086 30.89018 -2.34248 -1.1 0.0 -0.3
H -27.24371 29.24477 0.01287 -0.3 -0.9 0.4
H -36.21131 18.25613 -1.02875 0.0 0.6 0.2
```
Positions in Å, forces in eV/Å.

Values from the calculation:
Orbital gap in Ha: 0.069
Energy relative to the best compared isomer or geometry (same formula, charge and spin) in kcal per mole: 205.76
DFT total energy in eV: -63502.153
Net charge: +4

Results of the Mulliken charge analysis, in e, for atoms 1 through 99:
1. O -0.7836
2. O -0.7645
3. O -0.7983
4. O -0.7526
5. N 0.0727
6. N -0.4982
7. N -0.5173
8. N -0.7541
9. N -0.5921
10. N -0.0002
11. N -0.4513
12. N -0.0083
13. N 0.1268
14. N 0.1563
15. N -0.5162
16. C -0.3052
17. C -1.3287
18. C -1.2593
19. C -0.5548
20. C -0.8363
21. C -0.5381
22. C -0.4311
23. C -0.7348
24. C -0.5126
25. C -1.3363
26. C -0.4981
27. C -1.5026
28. C 0.6026
29. C -1.2321
30. C -1.0101
31. C -0.7394
32. C -0.4565
33. C 0.3484
34. C -0.9588
35. C -0.6540
36. C -1.4172
37. C -1.3993
38. C -0.9695
39. C 0.4683
40. C -0.4106
41. C -1.2412
42. C -1.2081
43. C -1.2941
44. C -0.4307
45. C -0.6037
46. C -0.9966
47. C -0.3551
48. C -1.2540
49. C 0.3699
50. C -0.7476
51. C -0.5487
52. H 0.3362
53. H 0.4091
54. H 0.3983
55. H 0.2965
56. H 0.3966
57. H 0.3835
58. H 0.3000
59. H 0.4110
60. H 0.3420
61. H 0.3537
62. H 0.3440
63. H 0.3884
64. H 0.3901
65. H 0.4154
66. H 0.3885
67. H 0.2620
68. H 0.4383
69. H 0.3929
70. H 0.3850
71. H 0.3437
72. H 0.3711
73. H 0.3022
74. H 0.3839
75. H 0.3373
76. H 0.2836
77. H 0.4067
78. H 0.3632
79. H 0.3943
80. H 0.3165
81. H 0.3716
82. H 0.4355
83. H 0.3452
84. H 0.3921
85. H 0.3867
86. H 0.3732
87. H 0.3782
88. H 0.2965
89. H 0.3264
90. H 0.3015
91. H 0.3851
92. H 0.4249
93. H 0.3631
94. H 0.3130
95. H 0.3781
96. H 0.4057
97. H 0.3697
98. H 0.4582
99. H 0.3942